Density functional theory data (ωB97M-V/def2-TZVPD) for a molecular structure, C12H30LiO6.

Geometry (Å):
Li  -0.00670  0.09178  -0.00650
C  -1.81438  -0.37405  -2.54241
O  -1.53150  0.04264  -1.22346
C  -2.55261  0.90067  -0.69966
C  -2.46718  0.97856  0.79012
O  -1.15791  1.36995  1.19932
C  -1.03140  1.74530  2.56202
H  -2.03750  0.40657  -3.27916
H  -2.73338  -0.97804  -2.52642
H  -0.95958  -0.95360  -2.87807
H  -3.51127  0.40168  -0.90877
H  -2.57583  1.84737  -1.24236
H  -2.73434  0.03625  1.29124
H  -3.17496  1.68717  1.23875
H  -1.80291  2.42040  2.92848
H  -0.04697  2.18829  2.65625
H  -1.02700  0.82410  3.15000
C  0.40928  3.10532  -1.12765
O  0.96205  1.82439  -0.93430
C  1.70531  1.37914  -2.05251
C  2.30367  0.02705  -1.70513
O  1.21534  -0.84522  -1.41087
C  1.59477  -2.18848  -1.56301
H  -0.40746  3.04404  -1.86025
H  1.13636  3.85718  -1.44364
H  -0.05605  3.47869  -0.21542
H  2.48783  2.09229  -2.32311
H  1.04660  1.24052  -2.91704
H  2.96715  0.08908  -0.84165
H  2.84770  -0.27372  -2.60441
H  0.82544  -2.89686  -1.25682
H  2.50296  -2.47163  -1.01431
H  1.80121  -2.42312  -2.61775
C  2.36546  0.69661  2.23199
O  1.22151  0.00661  1.76107
C  1.31518  -1.38325  1.95454
C  -0.03372  -2.07204  1.88654
O  -0.63767  -1.81126  0.62070
C  -1.67846  -2.69186  0.28361
H  3.28652  0.16159  1.97445
H  2.32798  0.75011  3.32577
H  2.40923  1.69133  1.79764
H  1.72030  -1.62374  2.95313
H  2.10236  -1.85748  1.34938
H  -0.65950  -1.58970  2.64860
H  0.06696  -3.14278  2.06239
H  -1.49402  -3.70619  0.64571
H  -1.82229  -2.68814  -0.79650
H  -2.66658  -2.41355  0.67950

Cartesian forces (eV/Å) of the 2 atoms listed first:
0.3 0.1 0.0
-0.5 -0.6 -0.2

Its calculated total energy is -25414.5323 eV. As for the charge: +1.